# C44H45ClN11O2SZn

A molecular structure, C44H45ClN11O2SZn (ωB97M-V/def2-TZVPD, the Open Molecules 2025 dataset).

Each line ends with the Löwdin charge.
Element x y z (Å)
Zn1 -2.67665 1.22824 1.90644  0.494
Cl1 3.14704 5.06638 6.09411  0.658
S1 -3.11308 1.02624 4.31877  0.576
O1 -0.86230 -4.18649 -9.72344  -0.060
O2 3.11693 -0.09069 0.96132  -0.024
N1 -2.56203 3.18146 2.60781  -0.108
N2 1.30938 -0.77219 2.94934  -0.085
N3 -2.18039 -2.48208 -3.62109  0.183
N4 -1.13851 -0.66227 -4.32707  0.195
N5 -4.32680 2.40376 0.78759  0.075
N6 0.44466 -1.68547 3.49323  0.128
N7 -0.98121 2.16063 5.47708  0.084
N8 -3.22055 -0.52122 0.79731  0.053
N9 -0.66864 -0.09782 2.32409  0.051
N10 -1.74758 3.33673 3.69287  0.003
N11 -1.60906 1.56885 0.03354  0.065
C1 -1.83966 0.57656 -0.86394  -0.130
C2 3.91818 2.96106 2.77999  -0.040
C3 -0.62648 1.77893 -2.55145  0.027
C4 3.36232 3.87901 3.66614  -0.102
C5 -5.02941 4.64244 0.41523  -0.001
C6 3.85710 -2.39282 1.38313  -0.526
C7 5.32942 2.11776 4.51397  -0.035
C8 3.80220 3.89810 4.97967  -0.673
C9 -3.48374 -2.79817 -0.74520  0.020
C10 3.69586 -0.95121 1.96430  -0.409
C11 -3.20123 4.14148 2.08017  -0.267
C12 -1.09267 -4.49444 -7.35020  -0.010
C13 -2.18828 -1.61075 -2.55503  -0.126
C14 -0.92384 2.63302 -0.34285  -0.102
C15 -3.08814 5.55731 2.53405  -0.015
C16 -3.90325 -1.56186 1.24443  -0.105
C17 -1.25405 -1.72743 -7.12822  -0.014
C18 -1.25850 -3.89405 -6.10507  -0.029
C19 4.89661 2.05747 3.19226  -0.237
C20 -1.55296 -0.49903 -3.02263  -0.169
C21 -6.00874 4.19577 -0.46432  -0.039
C22 -2.62850 -0.57673 -0.42333  -0.130
C23 -1.33997 0.63504 -2.16509  -0.066
C24 -5.26952 1.98190 -0.05484  -0.108
C25 -4.04431 -2.73619 0.50368  -0.025
C26 -0.72525 -1.23520 3.09685  -0.217
C27 4.70437 -3.26672 2.32077  -0.041
C28 -1.53062 -1.87141 -4.66252  -0.249
C29 -1.08968 -2.30886 -8.36657  0.017
C30 -0.42187 2.78262 -1.63975  -0.024
C31 -2.76846 -1.69973 -1.24926  -0.061
C32 4.57370 -2.29076 0.02500  -0.047
C33 -4.20384 3.72108 1.03599  -0.198
C34 4.78712 3.02807 5.41230  -0.099
C35 2.52691 -3.10152 1.12098  -0.046
C36 0.62349 0.15600 2.28373  -0.132
C37 2.76231 -0.80359 3.19762  -0.010
C38 5.49187 1.04086 2.23955  -0.121
C39 -6.14030 2.84074 -0.70430  -0.044
C40 -1.34586 -2.51721 -5.97696  -0.165
C41 -0.66624 -5.59635 -9.83084  -0.064
C42 -1.87784 2.26975 4.47322  -0.863
C43 5.11598 -0.46359 2.35704  -0.115
C44 -1.01096 -3.69670 -8.48225  -0.291
H1 -0.24996 1.83818 -3.56882  0.128
H2 2.93518 -1.59113 3.91616  0.129
H3 5.34103 -0.82960 3.36739  0.130
H4 6.11951 1.44713 4.85218  0.123
H5 -1.64453 -1.72712 3.38022  0.098
H6 -4.04820 5.93337 2.89600  0.095
H7 3.65166 -0.13583 0.16135  0.090
H8 4.36977 -3.20992 3.36230  0.088
H9 5.14320 3.07940 6.43554  0.109
H10 5.81937 -0.96801 1.69192  0.092
H11 0.13058 3.67849 -1.90141  0.115
H12 -4.37486 -1.45192 2.21635  0.122
H13 2.72006 -3.98787 0.50588  0.091
H14 -1.29189 -4.52954 -5.22263  0.112
H15 0.19299 -5.92167 -9.24219  0.097
H16 6.57448 1.07382 2.36864  0.120
H17 -0.75229 3.39266 0.41826  0.118
H18 -1.02217 -1.70989 -9.27170  0.129
H19 4.93726 -3.28121 -0.26711  0.099
H20 2.60666 4.58792 3.34019  0.106
H21 2.05046 -3.43637 2.03784  0.076
H22 4.62128 -4.31315 2.01221  0.093
H23 -2.59111 -3.39466 -3.66060  0.152
H24 -4.59924 -3.57051 0.91816  0.119
H25 1.82927 -2.45584 0.57589  0.087
H26 3.88982 -1.95673 -0.76283  0.090
H27 -6.66457 4.90717 -0.95670  0.118
H28 -5.32477 0.90847 -0.21611  0.108
H29 -1.17701 1.51568 6.21638  0.080
H30 -1.55492 -6.14095 -9.50964  0.096
H31 -2.36347 5.61678 3.33936  0.070
H32 -1.31099 -0.64981 -7.02921  0.117
H33 -4.91853 5.70130 0.62890  0.116
H34 -0.34222 2.92073 5.65131  0.101
H35 3.00038 0.13005 3.66956  0.121
H36 1.10233 0.97527 1.75660  0.136
H37 -1.01772 -5.57296 -7.42187  0.105
H38 5.76623 -2.99618 2.29034  0.088
H39 -2.76349 6.20213 1.71158  0.092
H40 -0.48297 -5.79996 -10.87761  0.095
H41 -3.59875 -3.69626 -1.34708  0.123
H42 3.58843 2.94597 1.74235  0.114
H43 -6.89961 2.45135 -1.37482  0.114
H44 5.44472 -1.62379 0.03998  0.085
H45 5.29412 1.37036 1.22013  0.109

Summary:
LUMO level = -2.87 eV
largest force on an atom = 0.01501 hartree/bohr
multiplicity = 1
HOMO = -0.36813 Eh
orbital gap = 0.263 Ha
net charge = +1
energy relative to the best compared isomer or geometry (same formula, charge and spin) = 27.0 kcal per mole